18
Properties=species:S:1:pos:R:3:forces:R:3 method="wB97M-V/def2-TZVPD" lumo_energy_ev=1.141 homo_ev=-9.02 homo_lumo_gap_ha=0.3735 smiles=C[C@H](N)[C@H](C)N
C 0.390 -1.070 -1.524 -0.2025 -0.0663 0.3508
C -0.509 -0.554 -0.405 0.1698 0.3543 -0.1317
N -1.796 -0.185 -0.974 -0.2297 -0.0807 -0.0954
C 0.137 0.614 0.379 0.0578 -0.3507 0.0479
C 1.452 0.209 1.053 -0.2416 0.1899 -0.2220
N -0.857 1.108 1.326 -0.0610 0.1302 0.1960
H 1.265 -1.574 -1.126 0.1521 -0.0232 -0.0324
H -0.175 -1.775 -2.128 0.0045 -0.0717 -0.0712
H 0.713 -0.249 -2.161 0.0723 0.1099 -0.1062
H -0.706 -1.370 0.303 0.1096 0.0343 0.0400
H -1.658 0.527 -1.685 -0.0640 -0.0061 0.0348
H -2.369 0.231 -0.246 0.0709 0.0911 -0.1535
H 0.333 1.436 -0.324 -0.0260 -0.1332 -0.0432
H 1.300 -0.668 1.681 0.0055 -0.1042 0.0890
H 2.216 -0.019 0.315 0.1615 -0.0691 -0.0518
H 1.817 1.023 1.678 0.0501 0.0061 0.0458
H -1.051 0.393 2.021 0.0481 0.0794 0.0674
H -0.503 1.923 1.816 -0.0776 -0.0901 0.0357



18
Properties=species:S:1:pos:R:3:forces:R:3 method="wB97M-V/def2-TZVPD" lumo_energy_ev="-3.525 / -8.934" s_squared=0.761 homo_ev="-13.31 / -13.31" homo_lumo_gap_ha="0.3596 / 0.1608" charge=+1 multiplicity=2
C -1.215 -0.873 -1.741 0.7329 -0.5328 1.3448
C -1.137 -1.637 -0.436 -0.8437 -0.4781 0.3619
C -0.107 -2.294 0.071 1.1114 -0.1143 -0.5314
H -1.269 0.189 -1.468 -0.2008 0.0571 -0.5387
H -0.299 -1.090 -2.296 -0.2286 0.2442 -0.3025
H -2.108 -1.185 -2.272 0.0188 0.2476 -0.2852
H -2.066 -1.758 0.126 0.0018 0.3861 -0.1432
H -0.123 -2.875 0.984 -0.3601 0.1250 0.0540
H 0.848 -2.361 -0.462 -0.1914 0.1616 0.0326
N 1.652 1.396 -0.163 -2.2656 1.6205 -0.1284
C 0.996 1.068 1.094 0.5175 -1.5479 1.2126
N -0.291 1.770 1.274 1.9237 0.6450 -2.1870
H 1.062 1.146 -0.964 0.5136 -0.5563 -0.1604
H 1.880 2.387 -0.293 0.5268 -0.1555 0.2228
H 0.770 0.006 1.039 0.0897 -0.0206 0.2687
H 1.656 1.307 1.923 -0.0548 -0.0869 0.0059
H -0.807 1.657 0.401 -0.8604 -0.0792 0.3745
H -0.136 2.767 1.431 -0.4309 0.0844 0.3990



18
Properties=species:S:1:pos:R:3:forces:R:3 method="wB97M-V/def2-TZVPD" lumo_energy_ev=-9.670 homo_ev=-18.74 homo_lumo_gap_ha=0.3335 charge=+2
C -0.412 -0.243 0.531 -1.7490 -3.2341 -0.2265
C -0.257 -1.240 -0.552 1.1453 1.9812 -3.0812
C 0.913 -0.301 -1.107 -0.8450 0.2295 -0.6882
C 0.889 1.059 -1.136 0.8946 -0.4557 1.2929
N 2.069 1.863 -0.616 2.5458 -0.1093 -2.1848
N -2.440 -1.161 1.684 -0.9268 0.4793 -0.8275
H 0.269 -0.626 1.277 -0.0494 1.3195 1.0074
H -1.125 0.584 0.519 0.7373 -0.1135 0.0241
H 0.277 -2.163 -0.377 -0.0331 -0.1241 0.8812
H -0.914 -1.450 -1.393 -0.9810 0.4256 0.5233
H 1.742 -0.794 -1.584 1.2619 -0.4730 1.3676
H 0.120 1.731 -1.431 -1.0977 0.2957 0.6849
H 3.058 1.529 -0.693 -0.6971 -1.5837 0.1454
H 2.363 2.690 -1.174 -1.5550 0.6993 0.5032
H 1.985 2.023 0.388 -0.4081 0.6345 -0.0373
H -2.647 -0.272 2.133 0.3789 -0.3423 0.9755
H -3.354 -1.266 1.220 0.5656 -0.0688 -0.9260
H -2.536 -1.963 2.309 0.8128 0.4397 0.5662



18
Properties=species:S:1:pos:R:3:forces:R:3 method="wB97M-V/def2-TZVPD" lumo_energy_ev=-8.354 homo_ev=-20.64 homo_lumo_gap_ha=0.4516 charge=+2 smiles="C=[NH+]CCC[NH3+]"
C -0.601 -0.427 3.058 -1.3287 -0.5558 0.0141
N -0.233 0.194 2.017 0.3943 0.0271 -0.2151
C 0.247 -0.445 0.786 0.4253 0.0197 -0.8441
C -0.297 0.219 -0.489 -0.8073 1.1600 0.3288
C 0.726 0.116 -1.609 -0.4526 -0.5242 -0.8324
N 0.117 0.292 -3.011 0.5792 0.0026 0.8438
H -0.609 -1.511 3.054 0.1732 -0.0757 -0.0404
H -1.126 0.063 3.872 0.6729 0.3749 0.2056
H -0.161 1.210 2.034 -0.3485 0.0459 0.0604
H -0.021 -1.498 0.736 -0.0055 -0.0353 0.5640
H 1.338 -0.370 0.786 -0.0144 -0.0111 0.1120
H -0.505 1.280 -0.350 0.6339 0.4315 0.4262
H -1.344 -0.032 -0.694 0.3611 -1.1314 -0.3706
H 1.469 0.892 -1.504 0.2541 0.0993 0.0504
H 1.218 -0.851 -1.687 0.1188 -0.0366 0.3591
H -0.082 -0.628 -3.413 -0.3930 0.1752 -0.0975
H 0.821 0.733 -3.607 -0.1440 0.0997 -0.2214
H -0.714 0.883 -2.974 -0.1189 -0.0659 -0.3428



19
Properties=species:S:1:pos:R:3:forces:R:3 method="wB97M-V/def2-TZVPD" lumo_energy_ev=0.863 homo_ev=-7.88 homo_lumo_gap_ha=0.3212 smiles="C=C(N)CCN.O"
C -1.946 -0.596 -0.093 2.9764 0.6379 3.1808
C -0.960 -0.409 0.902 -2.7280 1.4125 -2.6263
N -1.305 0.389 2.042 4.1199 -2.4476 -0.3128
C 0.555 -0.673 0.650 0.1753 2.0569 -0.1899
C 1.382 0.808 0.605 -2.6250 -0.3298 -0.9688
N 1.504 1.398 -0.801 -0.4358 -3.2673 1.7968
H -2.945 -0.179 -0.081 0.0442 -0.1970 0.2939
H -1.580 -1.137 -0.900 0.0753 -0.8490 -1.5675
H -0.366 0.653 2.474 -2.8051 0.4939 -0.2511
H -2.113 0.948 1.913 -0.0780 0.8923 0.3463
H 0.961 -1.207 1.484 0.3009 -0.2891 0.8075
H 0.820 -1.296 -0.236 -0.7076 0.7363 0.5228
H 0.764 1.536 1.183 0.3175 -0.6224 -0.2343
H 2.289 0.752 1.171 0.8520 -0.3032 -0.3673
H 0.707 1.942 -0.954 -1.4891 0.8223 -0.3328
H 2.258 2.002 -0.879 1.8908 1.1303 -0.0122
O 0.409 -1.216 -2.615 1.8591 -6.1141 -0.3975
H -0.330 -1.089 -3.103 -3.4584 0.8756 -2.2303
H 0.677 -0.478 -2.226 1.7156 5.3615 2.5427



19
Properties=species:S:1:pos:R:3:forces:R:3 method="wB97M-V/def2-TZVPD" lumo_energy_ev=0.951 homo_ev=-8.83 homo_lumo_gap_ha=0.3593 smiles=C[C@@H](CO)NCN
C 1.277 -0.913 0.515 1.4004 -0.7105 1.8397
C 0.599 0.299 -0.131 0.8231 0.9533 0.5602
C 0.749 0.295 -1.659 1.2407 -0.1233 0.4489
O 2.089 -0.053 -2.081 -0.3392 0.5836 0.2791
N -0.822 0.327 0.142 -0.4520 0.9447 -0.9333
C -1.288 0.346 1.481 0.3032 -0.6412 2.4768
N -2.628 -0.201 1.520 -2.1841 0.1964 2.4080
H 1.638 -0.706 1.570 -0.8555 0.0276 -0.9016
H 0.670 -1.842 0.601 -0.0440 0.7645 -0.3167
H 2.235 -1.241 0.093 -0.3721 0.3466 -0.6105
H 1.065 1.255 0.267 -0.4634 -0.9936 -0.2559
H 0.452 1.244 -2.144 -0.2554 -0.5767 0.3878
H 0.147 -0.556 -1.920 -0.4222 -0.1859 -0.9730
H 2.695 0.641 -1.770 -0.3342 -0.3092 -0.1841
H -1.244 -0.488 -0.287 -0.1196 -0.0782 -0.0454
H -0.695 -0.372 2.108 -0.1962 0.5655 -0.1785
H -1.324 1.298 2.079 0.8489 -0.0914 -1.2896
H -3.296 0.413 1.036 0.5126 -0.1792 0.0118
H -2.970 -0.114 2.567 0.9091 -0.4930 -2.7237



19
Properties=species:S:1:pos:R:3:forces:R:3 method="wB97M-V/def2-TZVPD" lumo_energy_ev=0.546 homo_ev=-8.54 homo_lumo_gap_ha=0.3340
C 0.798 0.004 -1.718 0.8934 -0.6860 0.1402
C -0.623 1.237 0.036 -0.0002 0.4245 -1.3778
C -0.524 -0.781 1.412 0.8144 -0.6087 -0.8438
C 0.094 -0.140 2.646 -0.0059 -0.0109 -0.0672
N -0.547 0.965 -1.233 0.0764 -0.3511 1.0294
N 0.511 -0.357 -3.067 -0.4625 0.2642 0.4690
O 0.889 -0.980 -0.875 -0.1201 0.6999 -1.0419
H 0.123 -0.732 0.320 -1.0957 0.5145 1.4655
H -1.395 0.638 -1.689 -0.0326 0.0809 0.0296
H 1.598 0.768 -1.669 -0.2649 0.1009 0.0738
H 0.542 -1.361 -3.182 0.1695 0.2135 -0.1666
H 0.964 0.213 -3.766 0.0297 -0.3522 0.0104
H 0.280 1.589 0.521 0.0672 -0.2445 0.1421
H -1.572 1.440 0.515 0.0112 -0.1950 0.0498
H -0.301 -1.857 1.409 -0.0969 -0.0900 0.2794
H -1.612 -0.727 1.415 -0.0139 0.1349 -0.1723
H -0.197 0.907 2.760 0.0344 0.0649 -0.0095
H -0.213 -0.646 3.566 0.0203 0.0092 -0.0265
H 1.184 -0.180 2.598 -0.0239 0.0313 0.0165



19
Properties=species:S:1:pos:R:3:forces:R:3 method="wB97M-V/def2-TZVPD" lumo_energy_ev=0.817 homo_ev=-9.46 homo_lumo_gap_ha=0.3775 smiles="CCNC.NC=O"
C 0.755 0.119 2.289 -0.2599 0.2022 -0.0295
C 0.984 0.660 0.893 -0.1779 -0.4825 -0.4139
N -0.296 0.826 0.186 0.2200 0.9129 0.1084
C -0.150 1.735 -0.965 0.2813 -0.4138 0.1268
H 1.686 -0.016 2.830 0.1239 -0.0490 0.0209
H 0.210 -0.824 2.267 0.0614 -0.0672 -0.0460
H 0.143 0.832 2.849 0.0451 -0.0364 0.0972
H 1.580 -0.032 0.291 0.1029 -0.0027 0.1104
H 1.535 1.603 0.922 0.0660 0.1517 0.1098
H -0.925 1.300 0.827 -0.1255 -0.2116 0.0706
H -1.135 2.022 -1.321 -0.0154 0.0720 -0.1095
H 0.436 2.620 -0.704 -0.1005 0.2030 -0.0283
H 0.389 1.224 -1.769 -0.1201 0.0005 0.0061
N -1.097 -1.366 -1.508 -0.2515 0.2076 -0.4268
C -0.635 -2.622 -1.367 0.1729 0.0042 0.2756
O -1.009 -3.589 -1.995 0.0708 0.0362 -0.0692
H -0.856 -0.589 -0.884 0.0646 -0.4038 0.0905
H -1.772 -1.216 -2.242 -0.0717 -0.0337 0.0894
H 0.159 -2.687 -0.598 -0.0867 -0.0896 0.0178



Maximum force (hartree/bohr)
0.008, 0.058, 0.075, 0.028, 0.125, 0.063, 0.037, 0.018